(1)
Computed, not measured: C5H3NO in the gas phase in a non-equilibrium geometry, with ωB97M-V/def2-TZVPD.

Last column: natural (NBO) charge in e.
Element x y z (Å)
O  -0.3763  -1.3858  -0.0733  -0.253
N  -1.7487  -1.1124  -0.0023  -0.094
C  -2.0551  0.1892  0.0702  -0.066
C  1.6747  -0.1574  0.0564  -0.121
C  2.8148  -0.2976  -0.0803  -0.118
C  0.2900  -0.1758  -0.0509  0.219
C  -0.7846  0.7893  -0.1610  -0.294
H  3.9580  -0.2485  0.1914  0.261
H  -3.0458  0.4545  -0.0485  0.235
H  -0.7269  1.9445  0.0982  0.230

orbital gap = 9.35 eV
energy = -8765.8074 eV
SMILES = C#Cc1ccno1
total charge = 0

***

(2)
Computed, not measured: a molecular structure, C5H3NO2 in a non-equilibrium geometry, with ωB97M-V/def2-TZVPD.

Last column: natural (NBO) charge in e.
Element x y z (Å)
O  0.6998  2.3108  -1.3883  -0.461
O  -2.0864  0.5287  -1.1331  -0.450
N  -0.8927  -2.0076  -0.4505  -0.546
C  -0.4222  -0.9015  -0.0755  0.109
C  1.0098  0.8385  0.6286  -0.286
C  -1.0175  0.3215  -0.7239  0.478
C  0.5084  -0.3785  0.9244  -0.171
C  0.4902  1.4848  -0.6001  0.513
H  1.6145  1.5801  1.1216  0.241
H  0.5743  -0.9196  1.7888  0.229
H  -0.4782  -2.8570  -0.0921  0.345

orbital gap = 7.43 eV
energy = -10815.3645 eV
total charge = 0

***

The lowest orbital gap belongs to which entry? C5H3NO2

***

Repeat the second record exactly.
Computed, not measured: a molecular structure, C5H3NO2 in a non-equilibrium geometry, with ωB97M-V/def2-TZVPD.

Last column: natural (NBO) charge in e.
Element x y z (Å)
O  0.6998  2.3108  -1.3883  -0.461
O  -2.0864  0.5287  -1.1331  -0.450
N  -0.8927  -2.0076  -0.4505  -0.546
C  -0.4222  -0.9015  -0.0755  0.109
C  1.0098  0.8385  0.6286  -0.286
C  -1.0175  0.3215  -0.7239  0.478
C  0.5084  -0.3785  0.9244  -0.171
C  0.4902  1.4848  -0.6001  0.513
H  1.6145  1.5801  1.1216  0.241
H  0.5743  -0.9196  1.7888  0.229
H  -0.4782  -2.8570  -0.0921  0.345

orbital gap = 7.43 eV
energy = -10815.3645 eV
total charge = 0

***

Among the records above, which one has the highest orbital gap? C5H3NO